[1]
This record from the OMol25 dataset describes a molecular structure, C15H24N7O3S2V. The level of theory is the ωB97M-V functional and the def2-TZVPD basis.

Each line ends with the Löwdin charge.
CARTESIAN COORDINATES (ANGSTROEM)
V1 -0.28635 0.03620 0.14282  1.01
N1 1.53204 0.55497 1.23005  -0.01
C1 1.46025 -0.01016 2.60460  -0.17
C2 0.04844 0.20079 3.11656  -0.15
N2 -0.85686 -0.38394 2.10131  -0.15
C3 -2.31239 -0.10399 2.22780  -0.15
C4 -3.00121 -0.82240 1.07931  -0.17
N3 -2.37074 -0.42687 -0.21755  -0.01
H1 2.37133 0.24134 0.74364  0.10
H2 1.61835 1.56779 1.28931  0.12
H3 2.19634 0.44330 3.26757  0.14
H4 1.68207 -1.07672 2.53833  0.13
H5 -0.18891 1.26325 3.20687  0.14
H6 -0.10193 -0.26406 4.09159  0.14
H7 -0.74187 -1.40380 2.11609  0.12
H8 -2.45271 0.97669 2.17534  0.12
H9 -2.68750 -0.45861 3.18920  0.14
H10 -4.06969 -0.61220 1.07609  0.14
H11 -2.87423 -1.90050 1.18288  0.13
H12 -2.82854 0.40497 -0.58204  0.11
H13 -2.51028 -1.17093 -0.90284  0.09
C5 -1.96609 5.76450 0.77204  -0.08
C6 -2.55152 4.57286 0.01418  -0.23
C7 -1.49853 3.64861 -0.50182  -0.56
N4 -1.31524 2.44084 -0.09727  0.01
N5 -0.25831 1.82615 -0.75271  -0.15
C8 0.36410 2.59402 -1.63140  -0.64
N6 1.41742 2.20144 -2.33312  0.17
S1 -0.36049 4.15884 -1.72355  1.21
H14 -2.77184 6.39596 1.14032  0.09
H15 -1.33307 6.38023 0.13225  0.08
H16 -1.37400 5.43656 1.62641  0.08
H17 -3.15426 4.91656 -0.82969  0.13
H18 -3.20665 3.98209 0.65508  0.12
H19 1.84598 1.29266 -2.15666  0.08
H20 1.85613 2.81802 -2.99673  0.13
O1 2.60990 -0.32316 -1.56025  0.06
C9 1.91849 -1.32271 -1.46658  -0.45
N7 0.59954 -1.25501 -1.02253  -0.19
S2 -0.09831 -2.76618 -0.87252  0.68
O2 -1.23932 -2.88572 -1.72838  -0.25
O3 -0.33128 -2.92289 0.55051  -0.30
C10 1.29900 -3.62863 -1.46379  -0.22
C11 1.42632 -4.98718 -1.66120  0.00
C12 2.64666 -5.42694 -2.16655  -0.01
C13 3.67424 -4.53305 -2.45942  -0.01
C14 3.52045 -3.16632 -2.25942  0.03
C15 2.31113 -2.72194 -1.75348  -0.13
H21 0.62536 -5.67938 -1.44200  0.14
H22 2.79932 -6.48343 -2.33995  0.13
H23 4.60635 -4.91282 -2.85462  0.13
H24 4.31291 -2.46912 -2.49411  0.14

Spin multiplicity = 3
Expectation value of S² = 2.013
Gap between HOMO and LUMO (spin up / spin down) = 0.30323 / 0.33483 Ha
Relative energy (zero: lowest compared OMol25 entry of this formula, charge and spin) = 0.000 eV
Net charge = +2

***

[2]
This record from the OMol25 dataset describes a molecular structure, C5H9N in a non-equilibrium geometry. The level of theory is the ωB97M-V functional and the def2-TZVPD basis.

Each line ends with the Löwdin charge.
CARTESIAN COORDINATES (ANGSTROEM)
C1 0.48950 1.91644 -0.03988  -0.08
C2 -0.92684 -0.84014 1.34587  -0.08
C3 0.05299 0.71817 -0.82584  -0.34
C4 0.85362 -1.52879 -0.42986  -0.02
C5 -0.07188 -0.90188 0.15395  -0.31
N1 -0.29224 0.83409 -2.02830  0.10
H1 -0.52551 -0.04591 -2.48872  0.05
H2 1.47221 -1.56819 -1.30167  0.06
H3 0.58456 -2.74794 0.18141  0.15
H4 -0.17185 2.07395 0.81324  0.07
H5 0.47451 2.80861 -0.66840  0.07
H6 1.49949 1.76565 0.34392  0.08
H7 -0.60064 -0.03925 2.00973  0.08
H8 -1.96180 -0.65357 1.05785  0.09
H9 -0.87614 -1.79122 1.87669  0.08

Gap between HOMO and LUMO = 0.34059 Ha
Relative energy (zero: lowest compared OMol25 entry of this formula, charge and spin) = 3.882 eV

***

[3]
This record from the OMol25 dataset describes a molecular structure, C19H30O17Pd2 in a non-equilibrium geometry. The level of theory is the ωB97M-V functional and the def2-TZVPD basis.

Each line ends with the Löwdin charge.
CARTESIAN COORDINATES (ANGSTROEM)
Pd1 -1.21267 1.41738 -2.69387  0.93
Pd2 -0.09732 3.50898 -0.59843  0.95
C1 0.61398 -1.05656 0.10689  -0.06
C2 -0.18908 0.18136 0.39647  -0.41
O1 -0.20582 1.18156 -0.58800  -0.43
H1 1.63339 -0.75401 0.34636  0.07
H2 0.44675 -1.33491 -0.93362  0.07
H3 0.34862 -1.94984 0.67234  0.07
H4 -0.06276 0.59224 1.39812  0.10
H5 -1.22636 -0.11034 0.56095  0.08
C3 0.75285 5.18202 -3.86929  -0.09
C4 0.53718 3.66379 -4.04944  -0.36
O2 0.40980 3.03003 -2.81548  -0.39
H6 1.00133 5.66993 -4.81178  0.08
H7 1.64973 5.37109 -3.27941  0.07
H8 0.01197 5.78607 -3.34554  0.07
H9 1.31932 3.21836 -4.66423  0.11
H10 -0.39836 3.71631 -4.60632  0.11
C5 -2.66903 -1.06181 3.35421  -0.10
C6 -1.66178 -0.69515 4.47999  -0.08
O3 -2.46192 -0.18007 5.58308  0.08
C7 -3.68579 0.01446 5.09066  -0.58
O4 -4.56763 0.72002 5.57319  0.13
O5 -3.82217 -0.39958 3.84420  0.06
H11 -2.78364 -2.14360 3.42277  0.13
H12 -2.21208 -0.74263 2.41751  0.10
H13 -1.00536 0.09451 4.11440  0.12
H14 -1.23857 -1.62329 4.86412  0.13
C8 2.24154 -2.03005 -5.73332  -0.06
C9 1.10303 -1.42555 -6.55185  -0.15
O6 0.14623 -0.80335 -5.76477  0.09
C10 0.68081 -0.70060 -4.51543  -0.46
O7 0.18403 -0.22557 -3.50964  0.05
O8 1.79925 -1.49024 -4.45046  0.06
H15 3.22944 -1.69195 -6.04612  0.14
H16 2.19909 -3.11775 -5.78981  0.13
H17 0.61915 -2.25131 -7.07346  0.14
H18 1.54110 -0.71694 -7.25475  0.14
C11 4.22596 0.79986 1.49518  -0.15
C12 3.22638 0.92132 2.61942  -0.13
O9 2.56633 2.09547 2.33550  0.07
C13 2.67027 2.40851 1.02561  -0.39
O10 1.92356 3.28460 0.46415  -0.07
O11 3.70446 1.64767 0.55468  0.09
H19 4.37277 -0.27129 1.35675  0.14
H20 5.25470 1.14451 1.60010  0.14
H21 3.49325 0.95822 3.67560  0.15
H22 2.59976 0.05132 2.42309  0.12
C14 1.68427 -5.06047 0.49163  -0.08
C15 1.52374 -5.79678 1.88303  -0.02
O12 2.47803 -4.95010 2.66776  0.05
C16 3.03243 -3.96341 1.98244  -0.64
O13 4.02536 -3.40221 2.28959  0.17
O14 2.40639 -3.84780 0.81000  0.02
H23 0.73448 -4.78529 0.03307  0.12
H24 2.33811 -5.72106 -0.07777  0.13
H25 1.98549 -6.77894 1.78185  0.13
H26 0.53973 -5.71614 2.34489  0.13
C17 -4.77843 2.47506 2.33915  -0.14
C18 -3.78055 2.09796 1.22892  -0.10
O15 -4.68891 1.34545 0.41484  0.05
C19 -5.97051 1.42556 0.78018  -0.55
O16 -6.91333 0.88292 0.25811  0.16
O17 -6.03864 2.14549 1.91588  0.09
H27 -4.78522 3.55892 2.45454  0.14
H28 -4.50294 1.87956 3.20955  0.11
H29 -3.03488 1.41804 1.64098  0.10
H30 -3.26033 2.91007 0.72105  0.09

Spin multiplicity = 6
Expectation value of S² = 8.769
Gap between HOMO and LUMO (spin up / spin down) = 0.20139 / 0.23614 Ha
Net charge = +1

***

[4]
This record from the OMol25 dataset describes a molecular structure, F2H6NO11PPtS2 in a non-equilibrium geometry. The level of theory is the ωB97M-V functional and the def2-TZVPD basis.

Each line ends with the Löwdin charge.
CARTESIAN COORDINATES (ANGSTROEM)
Pt1 -0.42279 0.37239 -0.22546  1.09
N1 1.18739 -0.82980 0.58504  -0.42
S1 1.55778 -2.38081 0.27253  0.46
O1 1.68183 -3.22917 1.42828  -0.30
O2 2.51143 -2.58742 -0.75991  -0.27
F1 0.19973 -2.78754 -0.37766  -0.16
S2 2.44232 -0.42513 1.59219  0.49
O3 3.74641 -0.81852 1.19869  -0.27
O4 2.07580 -0.45418 2.96708  -0.29
F2 2.45371 1.13858 1.29657  -0.21
P1 -1.87819 0.50982 -2.51998  -0.06
O5 -1.80304 1.63568 -1.40154  -0.50
O6 -0.44991 -0.24467 -2.22751  -0.52
O7 -1.68660 1.01969 -3.93684  -0.46
O8 -3.08693 -0.39204 -2.29058  -0.45
O9 -2.24097 -0.99150 0.16421  -0.17
H1 -2.96576 -0.76799 -0.47864  0.02
H2 -2.59001 -1.52857 0.87589  0.04
O10 -1.34024 1.82222 1.52503  -0.11
H3 -2.23930 1.80221 1.86472  0.05
H4 -0.76649 1.82231 2.29736  0.04
O11 0.96324 2.15357 -0.55741  -0.12
H5 1.61232 2.21112 -1.26203  0.07
H6 1.03825 2.94975 -0.03000  0.05

Spin multiplicity = 3
Expectation value of S² = 2.007
Gap between HOMO and LUMO (spin up / spin down) = 0.15721 / 0.17752 Ha
Net charge = -2